No. 1
DFT (ωB97M-V with the def2-TZVPD basis set) results for C27H46Cl3DyO2P as an isolated structure in a non-equilibrium geometry.

Values from the calculation:
Lowest unoccupied orbital energy (spin up / spin down): 1.62 / 2.35 eV
Net charge: -1
ΔE to the lowest compared entry with this formula, charge and spin: 127.9 kcal/mol
HOMO energy (spin up / spin down): -2.246 / -2.297 eV
Multiplicity: 6
Kohn-Sham gap (spin up / spin down): 3.864 / 4.650 eV

Atoms and positions in Å:
Dy 2.7156 2.2583 -0.2109
P -0.3911 0.2164 -2.2771
Cl 2.7469 4.1675 -1.7440
C -1.5257 -0.3363 -0.9233
H -0.9907 -0.1825 0.0150
H -2.3882 0.2851 -0.7256
C 1.4485 0.4866 -1.9867
C -1.0681 1.9083 -2.1591
C 2.2892 -0.1944 -3.0676
H 1.6311 1.5679 -2.1469
C 3.7822 -0.1219 -2.7696
H 2.0109 -1.2509 -3.1822
H 2.0896 0.2651 -4.0442
C 4.1488 -0.6591 -1.3855
H 4.3177 -0.7170 -3.5188
H 4.1439 0.8953 -2.9398
C 3.1369 -0.4458 -0.2553
H 4.3032 -1.7311 -1.4726
H 5.1022 -0.2322 -1.0711
C 1.8177 0.1115 -0.6302
H 2.9460 -1.3935 0.2267
H 3.6156 0.0648 0.6010
H 1.7336 -2.3998 -0.8748
H 0.9947 -0.2825 0.0001
C -0.9587 -0.5217 -3.8766
C -2.5798 1.9033 -2.4275
H -0.8948 2.1618 -1.0934
C -3.1394 3.2421 -1.9716
H -2.7785 1.7040 -3.4915
H -3.1236 1.1184 -1.8824
C -2.3834 4.4450 -2.5288
H -4.1947 3.2807 -2.2407
H -3.1146 3.2512 -0.8761
C -0.8592 4.3281 -2.4974
H -2.6753 4.5807 -3.5741
H -2.6970 5.3408 -1.9843
C -0.3496 2.9733 -2.9771
H -0.3850 5.1185 -3.0880
H -0.4844 4.4637 -1.4774
H -0.5464 2.8411 -4.0460
H 0.7405 2.9512 -2.8323
C -0.3519 -1.9073 -4.1688
H -2.0397 -0.6641 -3.6803
C -1.0194 -2.5922 -5.3673
H 0.7125 -1.8023 -4.4163
H -0.4106 -2.5701 -3.2957
C -1.1398 -1.7143 -6.6107
H -0.4457 -3.4904 -5.6228
H -2.0034 -2.9569 -5.0600
C -1.5021 -0.2543 -6.3512
H -0.1810 -1.7380 -7.1363
H -1.8629 -2.1554 -7.3006
C -0.8368 0.3856 -5.1293
H -1.2529 0.3384 -7.2346
H -2.5861 -0.1526 -6.2542
H 0.2232 0.5916 -5.3545
H -1.3017 1.3679 -4.9591
C 2.2368 -3.4312 -0.6892
C -2.0806 -1.5997 -1.0614
H 1.7473 -3.8045 -1.6090
C -2.0320 -2.6549 0.0356
H -1.4118 -2.0807 -1.7984
C -1.1703 -2.7235 1.2945
H -3.0715 -2.6978 0.3852
H -1.8955 -3.6336 -0.4479
C 0.3416 -3.1795 1.4523
H -1.2639 -1.7612 1.7719
H -1.7290 -3.3827 1.9787
C 1.2913 -3.8846 0.4492
H 0.8913 -2.3757 1.9503
H 0.2510 -3.9270 2.2761
H 2.0930 -4.3325 1.1001
H 0.7249 -4.7628 0.1064
Cl -0.2926 0.4728 2.1839
C -0.1622 2.2425 2.4224
Cl 0.1454 2.5975 4.1109
C 0.9789 2.6753 1.5375
O 0.6407 2.7154 0.2520
O 2.1667 2.7934 1.8683
H -1.0539 2.7538 2.0739

Atom charges from the Löwdin analysis, given in e for atoms 1 to 6: Dy 1.001; P 1.238; Cl -0.164; C -0.431; H 0.005; H 0.062

No. 2
DFT (ωB97M-V with the def2-TZVPD basis set) results for C27H46Cl3EuO2P as an isolated structure in a non-equilibrium geometry.

Values from the calculation:
Lowest unoccupied orbital energy (spin up / spin down): 2.52 / 2.52 eV
Net charge: -1
HOMO energy (spin up / spin down): -2.501 / -2.531 eV
Multiplicity: 7
Kohn-Sham gap (spin up / spin down): 5.020 / 5.050 eV

Atoms and positions in Å:
Eu 0.1385 0.3700 2.6882
P 0.2505 0.2284 -0.5521
Cl 2.7097 0.6720 2.3006
C 0.3641 0.5436 4.7707
H 1.3758 0.6687 5.1516
H -0.4383 0.9570 5.3881
C 1.4869 -0.8513 -1.4716
C 0.4300 1.9841 -1.1890
C 2.9194 -0.3672 -1.2043
H 1.3555 -1.8168 -0.9457
C 3.9366 -1.4214 -1.6577
H 3.1025 0.5682 -1.7567
H 3.0553 -0.1453 -0.1348
C 3.7402 -1.8156 -3.1271
H 4.9517 -1.0363 -1.5043
H 3.8240 -2.3107 -1.0223
C 2.2842 -2.1577 -3.4713
H 4.0744 -0.9863 -3.7656
H 4.3800 -2.6733 -3.3654
C 1.2788 -1.1106 -2.9661
H 2.1740 -2.2678 -4.5575
H 2.0280 -3.1277 -3.0220
H 1.4158 -0.1779 -3.5314
H 0.2600 -1.4622 -3.1753
C -1.4614 -0.3446 -1.0750
C 0.7363 2.1524 -2.6745
H -0.5576 2.4306 -0.9565
C 0.6487 3.6370 -3.0459
H 1.7553 1.7909 -2.8804
H 0.0511 1.5747 -3.3087
C 1.6144 4.4919 -2.2188
H 0.8580 3.7558 -4.1159
H -0.3813 3.9783 -2.8735
C 1.4978 4.2313 -0.7138
H 2.6432 4.2788 -2.5388
H 1.4343 5.5535 -2.4227
C 1.4902 2.7377 -0.3681
H 2.3215 4.7191 -0.1787
H 0.5646 4.6703 -0.3344
H 2.4826 2.2980 -0.5553
H 1.3079 2.6150 0.7089
C -1.5743 -1.8759 -0.9288
H -2.0876 0.1285 -0.2919
C -2.9890 -2.3721 -1.2379
H -0.8603 -2.3641 -1.6104
H -1.2896 -2.1797 0.0912
C -3.5114 -1.8702 -2.5918
H -3.0030 -3.4679 -1.2177
H -3.6648 -2.0272 -0.4433
C -3.3613 -0.3562 -2.7586
H -2.9691 -2.3814 -3.3991
H -4.5670 -2.1450 -2.7010
C -1.9476 0.1545 -2.4353
H -3.6208 -0.0643 -3.7833
H -4.0684 0.1542 -2.0905
H -1.2600 -0.1810 -3.2271
H -1.9535 1.2538 -2.4605
C 0.6020 -1.8710 3.5847
C 0.0258 -1.0798 4.5804
H 1.6506 -1.6706 3.2938
C -1.5204 -1.2225 4.6179
H 0.4139 -1.5257 5.5248
C -1.8374 -2.7146 4.8508
H -1.9548 -0.6322 5.4358
H -1.9684 -0.8343 3.6735
C -1.4262 -3.5015 3.6200
H -1.2582 -3.0767 5.7166
H -2.9023 -2.8496 5.0990
C -0.0725 -3.0595 2.9822
H -1.3738 -4.5623 3.8804
H -2.2185 -3.4000 2.8683
H 0.6114 -3.9261 3.0282
H -0.2469 -2.8599 1.9039
Cl 0.2743 3.3728 2.9164
C -1.5033 3.6584 2.5466
Cl -1.7826 4.2594 0.9100
C -2.2082 2.2892 2.7709
O -2.9786 2.2298 3.7312
O -1.8452 1.3366 1.9574
H -1.8563 4.3999 3.2664

Atom charges from the Löwdin analysis, given in e for atoms 1 to 6: Eu 1.258; P 1.075; Cl -0.197; C -0.335; H 0.014; H 0.027

| no. | electronic energy (hartree) |
| --- | --- |
| 1 | -3813.60953 |
| 2 | -3639.18725 |